Below is a 2-piece molecular cluster, C4H12 overall, with properties calculated with the ωB97M-V functional and the def2-TZVPD basis.

SMILES string ... CC.CC
F_max ... 0.044 Eh/bohr
Orbital gap ... 0.4642 Eh
Relative energy (zero: lowest compared OMol25 entry of this formula, charge and spin) ... 14.1 kcal/mol

Each line ends with the Löwdin charge.
Geometry (Å):
1 C -1.96 -1.34 -0.22  -0.166
2 C -1.88 -0.15 0.77  -0.146
3 H -2.03 -2.25 0.38  0.054
4 H -2.91 -1.52 -0.74  0.059
5 H -1.10 -1.45 -0.87  0.049
6 H -2.37 0.70 0.33  0.065
7 H -0.84 -0.08 1.06  0.025
8 H -2.41 -0.51 1.65  0.061
9 C 2.34 0.48 -0.86  -0.157
10 C 1.62 1.14 0.32  -0.156
11 H 1.58 0.06 -1.53  0.054
12 H 2.81 1.24 -1.48  0.058
13 H 3.00 -0.36 -0.63  0.059
14 H 1.48 2.19 0.06  0.065
15 H 2.07 1.13 1.31  0.065
16 H 0.63 0.72 0.46  0.012

---

Below is C4H4NS as an isolated structure, with properties calculated with the ωB97M-V functional and the def2-TZVPD basis.

F_max ... 0.063 Eh/bohr
Total charge ... +1
Orbital gap ... 0.3091 Eh
Relative energy (zero: lowest compared OMol25 entry of this formula, charge and spin) ... 89.9 kcal/mol

Each line ends with the Löwdin charge.
Geometry (Å):
1 C -0.52 -1.23 -0.26  -0.108
2 C 0.83 0.80 -0.58  -0.317
3 C 0.65 -0.65 -0.05  -0.007
4 C -1.08 -0.11 0.79  -0.323
5 N -1.74 -1.00 -0.22  0.271
6 S -0.77 1.46 0.01  1.006
7 H 1.58 1.33 -0.05  0.093
8 H 0.86 0.69 -1.63  0.098
9 H 1.58 -1.15 0.20  0.165
10 H -1.38 -0.15 1.80  0.120

---

Below is C19H21AuO2S6 as an isolated structure, with properties calculated with the ωB97M-V functional and the def2-TZVPD basis.

F_max ... 0.010 Eh/bohr
Orbital gap ... 0.2337 Eh
Relative energy (zero: lowest compared OMol25 entry of this formula, charge and spin) ... 4.2 kcal/mol

Each line ends with the Löwdin charge.
Geometry (Å):
1 Au -0.30 -0.29 -0.36  0.334
2 S 1.87 -0.69 -0.88  0.646
3 C 2.66 0.85 -0.52  -0.658
4 C 4.03 0.95 -0.76  -0.129
5 C 4.71 2.10 -0.42  -0.094
6 C 4.03 3.16 0.17  -0.096
7 C 2.67 3.08 0.39  -0.129
8 C 1.97 1.93 0.04  -0.671
9 S 0.22 1.89 0.23  0.583
10 H 4.55 0.11 -1.21  0.101
11 H 5.77 2.17 -0.60  0.102
12 H 4.57 4.06 0.45  0.101
13 H 2.14 3.91 0.84  0.100
14 C -3.92 -1.86 1.82  -0.527
15 C -3.77 -1.19 0.47  -0.477
16 S -2.61 0.19 0.19  0.789
17 C -2.77 1.31 1.60  -0.505
18 C -2.25 0.97 3.00  -0.521
19 S -0.68 0.08 3.21  0.850
20 C -1.23 -1.59 3.63  -0.520
21 C -1.29 -2.55 2.44  -0.557
22 S -2.90 -3.31 2.16  0.884
23 H -4.94 -2.26 1.86  0.077
24 H -3.86 -1.15 2.64  0.049
25 H -4.73 -0.74 0.19  0.080
26 H -3.51 -1.91 -0.31  0.026
27 H -3.84 1.54 1.66  0.089
28 H -2.28 2.22 1.23  0.032
29 H -3.00 0.43 3.57  0.059
30 H -2.12 1.93 3.50  0.075
31 H -2.18 -1.53 4.14  0.063
32 H -0.51 -1.96 4.36  0.071
33 H -0.61 -3.39 2.57  0.070
34 H -0.97 -2.05 1.52  -0.010
35 O 1.17 -8.47 -0.34  0.114
36 C 1.73 -7.30 0.03  -0.483
37 O 2.75 -7.30 0.67  0.118
38 C 1.02 -6.05 -0.39  -0.141
39 C 0.04 -6.01 -1.38  -0.030
40 C -0.57 -4.82 -1.71  -0.113
41 C -0.23 -3.64 -1.06  -0.637
42 S -1.11 -2.19 -1.52  0.583
43 C 0.77 -3.68 -0.08  -0.155
44 C 1.39 -4.87 0.24  0.000
45 H 0.33 -8.32 -0.78  0.087
46 H -0.24 -6.90 -1.93  0.113
47 H -1.32 -4.80 -2.50  0.102
48 H 1.07 -2.76 0.41  0.028
49 H 2.17 -4.90 0.98  0.126